No. 1
A single C4H11NO molecule at a distorted geometry, computed with ωB97M-V with the def2-TZVPD basis set.

CARTESIAN COORDINATES (ANGSTROEM)
C (1.60624, 1.16610, 0.14558)
C (1.21819, -0.21763, -0.32009)
O (2.39343, -1.09419, -0.11257)
C (-0.17043, -0.64089, 0.25988)
C (-1.30632, 0.27605, -0.13806)
N (-2.60932, -0.46149, -0.14852)
H (0.91707, 1.73422, -0.60300)
H (1.53245, 1.36359, 1.17787)
H (2.65603, 1.33061, -0.14503)
H (1.04753, -0.13477, -1.35671)
H (1.77461, -2.11336, 0.07052)
H (0.01483, -0.75962, 1.31722)
H (-0.39051, -1.61625, -0.04072)
H (-1.27140, 1.08341, 0.61654)
H (-1.26337, 0.65488, -1.17900)
H (-3.35986, 0.21705, -0.38317)
H (-2.78916, -0.78770, 0.83926)

Atoms 1-6, force components in eV/Å:
C -0.396 0.269 -3.484
C 0.527 -0.075 1.231
O -5.248 -4.639 1.191
C 2.182 0.389 -0.068
C -0.909 0.006 0.297
N -0.078 0.393 1.593

Output
HOMO energy = -0.357 Ha
Maximum force = 7.11 eV Å⁻¹
SMILES = C[C@@H](O)CCN
ΔE to the lowest compared entry with this formula, charge and spin = 2.531 eV
Gap between HOMO and LUMO = 10.5656 eV
E_LUMO = 0.86 eV
Electronic energy = -288.92399 a.u.
Net charge = 0

No. 2
C9H20N4NaO3S as an isolated structure, computed with ωB97M-V with the def2-TZVPD basis set.

CARTESIAN COORDINATES (ANGSTROEM)
Na (0.01628, -1.28895, -1.30409)
C (3.92017, -0.01188, 2.07318)
N (3.60608, -0.48090, 0.72774)
C (4.72737, -0.78983, -0.15053)
C (2.35542, -0.73500, 0.31609)
O (2.09545, -1.15433, -0.81328)
C (1.23416, -0.48555, 1.35054)
O (0.02263, -1.01605, 0.85680)
C (-1.18246, -0.47967, 1.35971)
C (-2.31129, -0.71199, 0.32914)
O (-2.06261, -1.14225, -0.79882)
N (-3.55634, -0.43134, 0.74151)
C (-3.86432, 0.05348, 2.08243)
C (-4.68548, -0.72303, -0.13209)
H (4.80388, 0.62023, 2.01328)
H (4.12405, -0.84050, 2.75359)
H (3.11447, 0.59950, 2.46861)
H (5.39980, 0.06650, -0.19210)
H (4.34859, -1.01411, -1.14039)
H (5.28052, -1.65270, 0.22495)
H (1.13882, 0.59162, 1.52735)
H (1.48953, -0.95721, 2.30335)
H (-1.07679, 0.59500, 1.54379)
H (-1.43743, -0.95760, 2.30960)
H (-3.02921, 0.61046, 2.49539)
H (-4.13036, -0.76469, 2.75393)
H (-4.70628, 0.73965, 2.01150)
H (-4.31150, -1.00537, -1.10883)
H (-5.31993, 0.15945, -0.21344)
H (-5.27830, -1.54373, 0.27592)
N (-1.24448, 1.75753, -3.54532)
C (-0.07384, 1.73749, -2.89187)
N (1.03458, 1.64429, -3.64577)
S (0.01201, 1.85501, -1.19876)
H (-1.30961, 1.78302, -4.54884)
H (-2.07597, 1.91739, -3.00620)
H (1.01471, 1.71133, -4.64951)
H (1.91771, 1.74474, -3.17858)

Atoms 1-6, force components in eV/Å:
Na -0.017 -0.002 -0.786
C 0.034 0.037 -0.215
N -0.229 -0.009 0.040
C 0.024 0.045 0.096
C -0.066 -0.001 0.247
O 0.197 -0.015 0.287

Output
HOMO energy = -0.417 Ha
Maximum force = 0.79 eV Å⁻¹
ΔE to the lowest compared entry with this formula, charge and spin = 0.025 eV
Gap between HOMO and LUMO = 9.0706 eV
E_LUMO = -2.28 eV
Electronic energy = -1360.07925 a.u.
Net charge = +1

No. 3
C19H35N5O4TlV as an isolated structure at a distorted geometry, computed with ωB97M-V with the def2-TZVPD basis set.

CARTESIAN COORDINATES (ANGSTROEM)
N (1.69438, 1.42061, -0.43618)
C (2.03231, 2.48415, -0.92431)
O (2.34330, 3.52784, -1.39183)
Tl (0.66272, -0.33461, 2.97186)
V (0.50498, -0.09855, -0.41511)
N (0.90977, -1.54022, 0.81847)
N (0.57051, -0.79056, -2.13174)
C (2.26971, -2.14991, 0.87582)
C (1.41256, -0.59059, -3.32695)
C (2.44635, -3.01684, 2.12374)
C (2.46942, -3.03622, -0.35306)
C (3.29205, -1.02212, 0.91225)
C (0.96641, 0.66995, -4.06873)
C (1.30121, -1.76997, -4.29223)
C (2.86482, -0.41617, -2.90857)
H (2.33584, -2.44424, 3.05651)
H (3.46772, -3.42365, 2.11618)
H (1.74440, -3.86008, 2.14087)
H (1.90375, -3.97158, -0.25152)
H (3.53202, -3.29726, -0.45507)
H (2.13492, -2.53487, -1.27312)
H (3.18606, -0.31869, 0.07460)
H (4.29938, -1.46187, 0.88376)
H (3.21403, -0.44070, 1.84327)
H (-0.05557, 0.55727, -4.44501)
H (1.63384, 0.84072, -4.92406)
H (0.99262, 1.54787, -3.41455)
H (0.30007, -1.83650, -4.73428)
H (1.53282, -2.71915, -3.79406)
H (2.01654, -1.63229, -5.11251)
H (3.46617, -0.26028, -3.81418)
H (3.25024, -1.30820, -2.40138)
H (3.00220, 0.45337, -2.25967)
C (-0.18774, -2.52886, 0.88583)
H (-1.14628, -2.03046, 0.69329)
H (-0.05789, -3.35463, 0.16510)
H (-0.25034, -2.97233, 1.89267)
C (-0.78664, -1.28696, -2.38157)
H (-1.42518, -1.12235, -1.49889)
H (-1.26612, -0.77794, -3.23495)
H (-0.79479, -2.37013, -2.59379)
C (-1.24576, 2.99996, 3.41484)
C (-2.08075, 3.20995, 2.16597)
C (-2.89117, 1.99096, 1.64922)
C (-3.99997, 1.50710, 2.61665)
C (-3.57694, 0.99484, 3.97460)
C (-3.55531, 2.37991, 0.32811)
O (-4.75183, 2.45176, 0.11289)
N (-2.60964, 2.70357, -0.66051)
C (-1.46382, 1.94548, -0.85733)
O (-0.77722, 2.07102, -1.87451)
N (-1.16079, 1.01150, 0.12837)
C (-1.92488, 0.87919, 1.25601)
O (-1.75800, -0.14317, 1.96313)
H (-1.83425, 3.16875, 4.32396)
H (-0.42315, 3.72487, 3.42471)
H (-0.80553, 1.99550, 3.46179)
H (-2.80373, 4.02454, 2.33038)
H (-1.43187, 3.54079, 1.34151)
H (-4.70657, 2.34175, 2.74524)
H (-4.55653, 0.71189, 2.09826)
H (-3.28918, 1.80323, 4.65292)
H (-4.42456, 0.46640, 4.42359)
H (-2.75448, 0.28042, 3.86159)
H (-2.95661, 3.15684, -1.49829)

Atoms 1-6, force components in eV/Å:
N -1.589 -3.137 0.600
C 0.545 3.573 -1.689
O -0.787 -3.299 1.499
Tl -0.234 0.546 1.383
V 0.918 1.785 -2.106
N -0.539 0.569 -1.270

Output
HOMO energy (alpha / beta) = -0.580 / -0.579 Ha
Maximum force = 3.99 eV Å⁻¹
Gap between HOMO and LUMO (alpha / beta) = 6.3877 / 6.0269 eV
E_LUMO (alpha / beta) = -9.40 / -9.74 eV
Electronic energy = -2435.66643 a.u.
Net charge = +2

No. 4
C2H8InN4O2 as an isolated structure at a distorted geometry, computed with ωB97M-V with the def2-TZVPD basis set.

CARTESIAN COORDINATES (ANGSTROEM)
In (5.67523, -26.70689, 10.23445)
C (5.52617, -26.92094, 6.34994)
O (5.76131, -27.38202, 7.51339)
N (6.13028, -25.79167, 5.90865)
N (4.51827, -27.36436, 5.58950)
H (6.75339, -25.35591, 6.58074)
H (5.72559, -25.38734, 5.07081)
H (4.38181, -27.07803, 4.62669)
H (4.04451, -28.23469, 5.81277)
C (7.76762, -24.60994, 13.01606)
O (7.39026, -25.41642, 12.14881)
N (7.32311, -24.54250, 14.28166)
N (8.68454, -23.61783, 12.68838)
H (7.83409, -23.88348, 14.86165)
H (6.61168, -25.21704, 14.55181)
H (8.87777, -23.65174, 11.68680)
H (8.71015, -22.70298, 13.13551)

Atoms 1-6, force components in eV/Å:
In 0.160 -0.101 -0.236
C -1.548 1.700 -0.860
O 0.442 -0.331 0.523
N 0.072 -1.202 1.070
N -0.002 -1.309 0.348
H 0.109 0.420 -0.833

Output
HOMO energy = -0.768 Ha
Maximum force = 2.45 eV Å⁻¹
ΔE to the lowest compared entry with this formula, charge and spin = 1.608 eV
Gap between HOMO and LUMO = 2.5210 eV
E_LUMO = -18.39 eV
Electronic energy = -639.34136 a.u.
Net charge = +3

No. 5
C59H45BrKN10O3P2 as an isolated structure, computed with ωB97M-V with the def2-TZVPD basis set.

CARTESIAN COORDINATES (ANGSTROEM)
K (-0.39055, -0.52995, 0.64183)
C (-4.03108, -1.07362, 3.05238)
C (-3.48265, -0.07438, 2.25801)
N (-2.31922, 0.49235, 2.55306)
C (-1.69980, 0.05032, 3.64776)
C (-2.25336, -0.95071, 4.43762)
N (-3.42240, -1.51084, 4.14921)
C (-0.39518, 0.67788, 3.98053)
C (-0.12983, 1.11316, 5.27333)
C (1.07773, 1.74606, 5.53701)
C (1.96751, 1.91162, 4.48397)
C (1.62072, 1.44216, 3.22198)
N (0.46633, 0.83146, 2.97996)
C (2.56340, 1.56840, 2.08039)
C (3.38521, 2.68116, 1.94494)
N (4.28559, 2.78190, 0.97184)
C (4.34981, 1.76447, 0.12519)
C (3.50955, 0.66076, 0.23729)
N (2.61135, 0.56210, 1.20581)
C (1.40667, 2.22819, 6.89845)
C (2.68728, 2.09241, 7.42235)
C (2.94531, 2.55739, 8.70199)
N (2.03232, 3.14003, 9.47583)
C (0.80835, 3.26927, 8.96863)
C (0.44827, 2.83424, 7.70323)
H (-4.97597, -1.53410, 2.79028)
H (-3.98387, 0.25779, 1.35640)
H (-1.72629, -1.32384, 5.30866)
H (-0.85802, 0.95825, 6.05914)
H (2.92091, 2.39903, 4.63963)
H (3.30292, 3.51794, 2.62852)
H (5.07374, 1.82612, -0.67848)
H (3.57142, -0.15834, -0.46831)
H (3.47092, 1.61140, 6.85148)
H (3.93668, 2.45293, 9.12884)
H (0.07553, 3.75096, 9.60677)
H (-0.56125, 2.98641, 7.34359)
C (2.02974, 3.23282, -2.36252)
N (0.73220, 2.62213, -2.58372)
P (-0.58972, 3.49629, -2.12432)
C (-0.50361, 5.13577, -3.00180)
C (0.01612, 5.18938, -4.29392)
C (-0.02702, 6.36037, -5.03926)
C (-0.60413, 7.50548, -4.50691)
C (-1.14026, 7.46443, -3.22595)
C (-1.09063, 6.29175, -2.48498)
C (-0.23231, 4.11687, -0.39372)
C (-0.82207, 3.41823, 0.66046)
C (-0.56169, 3.75029, 1.98558)
C (0.30976, 4.78891, 2.28191)
C (0.91778, 5.48767, 1.24490)
C (0.64746, 5.15439, -0.07581)
P (1.62300, 0.11767, -2.56781)
C (1.18258, -0.15149, -4.32872)
C (1.39555, 0.90066, -5.21582)
C (1.07900, 0.75761, -6.56076)
C (0.53009, -0.43091, -7.01897)
C (0.30158, -1.48005, -6.13721)
C (0.63234, -1.34447, -4.79737)
C (2.32223, -1.55243, -2.20461)
C (1.96179, -2.40209, -1.15907)
C (2.73317, -3.52537, -0.86364)
C (3.87066, -3.82018, -1.59493)
C (4.24381, -2.97864, -2.63567)
C (3.48423, -1.85760, -2.92261)
H (2.12872, 4.24185, -2.79416)
H (2.81992, 2.61571, -2.81141)
H (2.29071, 3.33631, -1.29746)
H (0.45607, 4.28701, -4.70644)
H (0.39176, 6.37962, -6.03913)
H (-0.63891, 8.42069, -5.08565)
H (-1.59786, 8.35051, -2.80088)
H (-1.51135, 6.27461, -1.48518)
H (-1.50482, 2.60267, 0.44033)
H (-1.04698, 3.19242, 2.77800)
H (0.51391, 5.05427, 3.31351)
H (1.60466, 6.29736, 1.46571)
H (1.11264, 5.72085, -0.87413)
H (1.77307, 1.83762, -4.82679)
H (1.24227, 1.57985, -7.24642)
H (0.27167, -0.53985, -8.06542)
H (-0.13572, -2.40560, -6.49223)
H (0.46295, -2.16879, -4.11408)
H (1.07112, -2.27900, -0.55266)
H (2.42328, -4.16631, -0.04646)
H (4.46197, -4.69608, -1.35970)
H (5.12767, -3.19443, -3.22365)
H (3.79409, -1.20099, -3.73101)
Br (-0.73105, -5.45034, -5.11088)
C (-1.59727, -6.13340, -3.56226)
C (-0.87538, -6.25511, -2.38620)
C (-1.50105, -6.74858, -1.25312)
C (-2.84572, -7.11512, -1.30139)
C (-3.54052, -7.02208, -2.50076)
C (-2.92468, -6.51278, -3.63471)
N (-3.51986, -7.74540, -0.20306)
N (-3.48256, -7.30906, 0.96381)
C (-2.87172, -6.04855, 1.26794)
C (-1.92679, -6.02892, 2.27063)
C (-1.13738, -4.91159, 2.51556)
C (-1.30310, -3.70389, 1.80330)
O (-0.59130, -2.67516, 1.97120)
C (-2.40367, -3.68874, 0.83127)
N (-2.63142, -2.50921, 0.20232)
C (-3.62187, -2.42122, -0.65066)
C (-4.48750, -3.49605, -0.92978)
C (-4.26669, -4.69842, -0.32147)
C (-3.18290, -4.84351, 0.57598)
H (0.16244, -5.95198, -2.35221)
H (-0.94769, -6.82327, -0.32793)
H (-4.57390, -7.34365, -2.53573)
H (-3.47001, -6.41727, -4.56349)
H (-1.75317, -6.94249, 2.82992)
H (-0.36623, -4.94495, 3.27584)
H (-3.75464, -1.46238, -1.14283)
H (-5.30854, -3.35896, -1.62195)
H (-4.92295, -5.53900, -0.50790)
O (-1.98024, 0.26237, -1.47328)
C (-1.01853, 0.36734, -2.18884)
O (0.13906, -0.20909, -1.82492)
H (-1.00369, 0.88228, -3.15098)

Atoms 1-6, force components in eV/Å:
K -0.146 0.021 0.491
C 0.074 0.007 0.088
C 0.065 -0.085 -0.024
N -0.035 -0.054 0.002
C -0.131 -0.060 -0.012
C -0.018 0.006 -0.030

Output
HOMO energy = -0.165 Ha
Maximum force = 0.56 eV Å⁻¹
ΔE to the lowest compared entry with this formula, charge and spin = 1.499 eV
Gap between HOMO and LUMO = 5.7894 eV
E_LUMO = 1.30 eV
Electronic energy = -6905.37295 a.u.
Net charge = -1

No. 6
A 2-piece molecular cluster, C6H11I overall at a distorted geometry, computed with ωB97M-V with the def2-TZVPD basis set.

CARTESIAN COORDINATES (ANGSTROEM)
C (1.12294, 1.09286, -0.96493)
C (0.66206, 1.12586, 0.26831)
C (1.85432, 2.30221, -1.64215)
C (-0.92672, -0.96707, 2.13533)
C (-1.62848, -1.47785, -0.33125)
C (-0.58340, -1.41689, 0.72899)
I (0.97760, -2.87129, 0.57094)
H (1.02861, 0.26894, -1.67166)
H (0.63190, 1.87760, 1.04183)
H (2.70225, 1.87304, -2.23066)
H (1.01216, 2.67984, -2.20523)
H (2.09813, 2.97982, -0.79638)
H (-1.53102, -1.67421, 2.56833)
H (0.03215, -0.88229, 2.64083)
H (-1.53646, -0.11779, 2.08851)
H (-2.11283, -2.50757, -0.46970)
H (-1.34145, -1.41782, -1.38749)
H (-2.46177, -0.86741, -0.34361)

Atoms 1-6, force components in eV/Å:
C 0.597 0.728 0.242
C -0.053 -0.949 -1.197
C -0.687 -1.607 1.690
C 2.323 -0.457 -2.127
C 0.532 -3.316 -1.727
C -0.060 0.681 -0.297

Output
HOMO energy (alpha / beta) = -0.279 / -0.311 Ha
Maximum force = 3.78 eV Å⁻¹
ΔE to the lowest compared entry with this formula, charge and spin = 3.735 eV
Gap between HOMO and LUMO (alpha / beta) = 7.8093 / 8.8409 eV
E_LUMO (alpha / beta) = 0.22 / 0.38 eV
Electronic energy = -532.70627 a.u.
Net charge = 0

Which of these has the highest maximum force?
C4H11NO